Entry 1:
Formula: C28H55Br2NO13S3
Source: the OMol25 dataset
Level of theory: ωB97M-V with the def2-TZVPD basis set

Geometry as XYZ:
```
102
Properties=species:S:1:pos:R:3:lowdin_spin:R:1
C 2.94 -5.65 -0.81 0.00
C 2.32 -4.18 -0.59 0.00
C 3.41 -3.11 -0.71 0.00
C 4.01 -2.95 -2.09 0.00
C 2.97 -2.55 -3.09 0.00
C 1.68 -3.43 -3.10 0.00
N 1.24 -3.77 -1.66 0.00
O 0.08 -4.36 -1.50 0.00
C 1.95 -4.70 -3.92 0.00
C 0.51 -2.62 -3.71 0.00
C 1.70 -3.93 0.82 0.00
H 3.61 -5.70 -1.67 0.00
H 2.11 -6.34 -0.97 0.00
H 3.50 -5.91 0.08 0.00
H 4.26 -3.46 -0.13 0.00
H 3.09 -2.09 -0.48 0.00
H 4.68 -3.76 -2.37 0.00
H 4.70 -2.11 -2.12 0.00
H 3.46 -2.50 -4.06 0.00
H 2.76 -1.51 -2.84 0.00
H 2.89 -5.23 -3.75 0.00
H 1.97 -4.46 -4.99 0.00
H 1.28 -5.53 -3.73 0.00
H -0.50 -3.04 -3.70 0.00
H 0.70 -2.43 -4.76 0.00
H 0.45 -1.65 -3.21 0.00
H 1.02 -4.68 1.20 0.00
H 1.15 -2.99 0.90 0.00
H 2.60 -3.90 1.43 0.00
C 1.61 0.13 1.17 0.08
C 1.03 0.01 -0.28 0.08
O -0.03 -0.86 -0.26 0.80
H 2.00 1.14 1.17 0.00
H 2.48 -0.52 1.28 0.00
H 0.91 -0.11 1.98 0.00
H 1.83 -0.23 -0.99 0.00
H 0.72 1.03 -0.53 0.02
Br 4.83 0.95 0.53 0.00
C 4.76 2.50 -0.59 0.00
C 4.14 2.08 -1.94 0.00
Br 4.37 3.46 -3.36 0.00
H 5.77 2.88 -0.47 0.00
H 4.05 3.14 -0.06 0.00
H 3.07 2.00 -1.75 0.00
H 4.52 1.16 -2.39 0.00
O -1.97 3.63 7.71 0.00
S -2.13 4.34 6.42 0.00
O -1.64 5.66 6.13 0.00
O -1.51 3.40 5.28 0.00
C -0.04 3.33 5.17 0.00
C 0.23 1.98 4.51 0.00
C -3.89 4.05 5.82 0.00
H 0.37 3.55 6.15 0.00
H 0.39 4.12 4.55 0.00
H 1.26 2.03 4.14 0.00
H -0.45 1.82 3.67 0.00
H 0.17 1.22 5.28 0.00
H -4.09 4.55 4.87 0.00
H -4.63 4.42 6.53 0.00
H -4.00 2.97 5.73 0.00
O -2.28 -1.09 -5.08 0.00
S -2.62 -0.18 -3.98 0.00
O -1.64 0.89 -3.54 0.00
O -4.11 0.58 -4.52 0.00
C -4.48 1.79 -3.93 0.00
C -4.15 2.85 -4.90 0.00
C -3.18 -1.09 -2.57 0.00
H -4.16 1.98 -2.91 0.00
H -5.54 1.72 -3.71 0.00
H -4.39 3.83 -4.48 0.00
H -4.65 2.84 -5.87 0.00
H -3.07 2.72 -4.99 0.00
H -3.91 -1.77 -3.00 0.00
H -3.67 -0.45 -1.84 0.00
H -2.29 -1.51 -2.10 0.00
O -4.13 -1.17 3.30 0.00
S -2.98 -0.32 3.42 0.00
O -3.09 0.86 4.31 0.00
O -1.68 -1.17 3.92 0.00
C -1.34 -2.45 3.41 0.00
C -0.20 -2.90 4.34 0.00
C -2.42 0.04 1.73 0.00
H -0.90 -2.22 2.44 0.00
H -2.18 -3.14 3.37 0.00
H 0.11 -3.92 4.16 0.00
H -0.54 -2.94 5.38 0.00
H 0.60 -2.17 4.21 0.00
H -1.41 0.43 1.88 0.00
H -3.17 0.66 1.25 0.00
H -2.33 -0.88 1.15 0.00
C -0.49 4.45 -2.13 0.00
C -1.81 4.12 -1.94 0.00
C -2.36 3.36 -0.72 0.00
O -3.47 2.87 -0.63 0.00
C -1.34 3.33 0.35 0.00
C -0.04 3.75 0.12 0.00
C 0.54 4.27 -1.14 0.00
O 1.75 4.58 -1.24 0.00
H -0.18 5.04 -2.98 0.00
H -2.51 4.32 -2.73 0.00
H -1.65 2.98 1.32 0.00
H 0.67 3.80 0.93 0.00
```

Its strongest force on any atom is 8.08 eV/A. As for the expectation value of S²: 0.754. Its total charge is +1. The energy comes out at -8474.7366 Ha. The value obtained for the highest occupied orbital energy (alpha / beta) is -12.0 / -12.0 eV. Its molar mass is 869.751 g mol⁻¹. As for the multiplicity: 2.


Entry 2:
Formula: C28H55BrClFN3O12P2
Source: the OMol25 dataset
Level of theory: ωB97M-V with the def2-TZVPD basis set

Geometry as XYZ:
```
103
Properties=species:S:1:pos:R:3:lowdin_charge:R:1
C -4.33 3.44 -1.66 0.02
C -3.58 2.41 -2.36 -0.16
C -2.33 1.82 -1.58 -0.12
C -1.15 1.10 -2.45 -0.30
C -2.11 0.17 -3.38 -0.06
C -0.41 2.03 -3.53 -0.32
C -1.11 3.27 -4.15 -0.04
C -1.32 4.61 -3.11 -0.19
C -0.12 5.76 -3.23 0.00
O -1.59 5.93 -3.79 -0.13
C 0.17 1.24 -4.86 -0.52
Cl 2.02 1.51 -5.05 0.64
C -0.37 1.61 -6.30 -0.29
C -1.76 0.88 -6.74 -0.10
O 0.87 2.47 -2.92 -0.20
C 0.82 2.60 -1.51 -0.09
C 0.69 1.19 -0.68 -0.26
C 2.22 0.77 -0.50 -0.24
F 2.51 -0.53 0.06 -0.07
C 3.29 1.03 -1.66 -0.21
C 4.71 0.42 -1.14 -0.09
N 0.15 1.56 0.64 0.04
C 0.42 0.75 1.83 -0.34
C -0.73 -0.05 2.66 -0.01
O 1.51 0.72 2.49 0.09
C 0.40 2.92 1.16 -0.38
C -0.93 3.79 1.49 0.01
O 1.48 3.47 1.41 0.12
N -0.22 0.31 -1.54 -0.29
Br 0.78 -1.05 -2.48 1.15
C -1.00 -0.72 -0.67 -0.26
N -0.12 -1.85 -0.18 -0.05
H -5.46 3.35 -1.51 0.08
H -3.79 4.38 -1.31 0.07
H -3.94 2.19 -3.41 0.11
H -1.96 2.63 -0.86 0.08
H -2.88 1.07 -0.89 0.13
H -1.61 -0.72 -3.86 0.06
H -2.62 0.74 -4.21 0.07
H -2.96 -0.27 -2.72 0.11
H -2.10 3.14 -4.70 0.13
H -0.35 3.83 -4.81 0.13
H -1.77 4.41 -2.02 0.11
H 0.63 5.60 -4.07 0.11
H 0.08 6.39 -2.30 0.11
H 0.09 0.12 -4.83 0.04
H 0.38 1.09 -7.02 0.11
H -0.31 2.69 -6.64 0.11
H -2.69 1.38 -6.33 0.06
H -1.71 -0.20 -6.33 0.08
H -1.83 0.78 -7.88 0.09
H 1.76 3.19 -1.18 0.16
H -0.03 3.32 -1.30 0.12
H 2.61 1.48 0.33 0.17
H 3.52 2.14 -1.84 0.13
H 3.09 0.56 -2.66 0.04
H 4.75 -0.72 -1.23 0.07
H 5.51 0.86 -1.85 0.09
H 4.94 0.83 -0.11 0.09
H -1.77 0.16 2.23 0.08
H -0.65 0.26 3.76 0.10
H -0.55 -1.19 2.64 0.09
H -0.96 4.77 0.90 0.10
H -0.93 4.02 2.62 0.11
H -1.88 3.17 1.30 0.08
H -1.61 -0.25 0.16 0.11
H -1.75 -1.33 -1.28 0.14
H -0.66 -2.73 -0.19 0.11
H 0.15 -1.72 0.80 0.06
C -4.79 -0.22 6.30 -0.13
O -3.73 -1.15 6.51 -0.32
P -3.38 -2.28 5.27 0.75
O -3.26 -1.21 4.20 -0.28
O -4.92 -2.86 5.37 -0.29
C -5.29 -3.54 6.57 -0.12
O -2.97 -3.51 4.14 -0.25
C -3.45 -4.83 4.29 -0.13
H -4.38 0.79 6.36 0.09
H -5.29 -0.35 5.34 0.08
H -5.52 -0.35 7.09 0.09
H -6.14 -3.04 7.02 0.09
H -4.47 -3.57 7.28 0.09
H -5.58 -4.57 6.32 0.09
H -4.50 -4.89 3.98 0.09
H -3.34 -5.17 5.32 0.09
H -2.87 -5.49 3.64 0.09
C 4.39 -1.92 3.11 -0.13
O 5.69 -2.49 3.11 -0.32
P 6.30 -3.14 1.65 0.75
O 6.01 -1.88 0.85 -0.26
O 5.02 -4.19 1.60 -0.30
C 4.97 -5.20 2.60 -0.13
O 7.00 -3.89 0.26 -0.23
C 6.97 -5.30 0.10 -0.13
H 4.46 -0.87 3.41 0.09
H 3.90 -1.99 2.14 0.07
H 3.78 -2.46 3.85 0.08
H 4.04 -5.11 3.15 0.09
H 5.81 -5.13 3.30 0.09
H 5.00 -6.18 2.12 0.08
H 5.98 -5.62 -0.22 0.09
H 7.25 -5.80 1.03 0.09
H 7.68 -5.57 -0.68 0.09
```

Its strongest force on any atom is 9.23 eV/A. Its total charge is +1. The energy comes out at -5982.9179 Ha. The value obtained for the highest occupied orbital energy is -11.1 eV. Its molar mass is 822.060 g mol⁻¹. Its energy relative to the best compared isomer or geometry (same formula, charge and spin) is 230.6 kcal per mole.


Entry 3:
Formula: C28H55Cl2N3O5
Source: the OMol25 dataset
Level of theory: ωB97M-V with the def2-TZVPD basis set

Geometry as XYZ:
```
93
Properties=species:S:1:pos:R:3:lowdin_spin:R:1
C 1.45 -1.63 -2.38 0.00
C 2.89 -1.81 -2.90 0.00
C 3.72 -0.59 -2.50 0.00
C 3.46 -3.16 -2.39 0.00
C 2.66 -4.34 -3.03 0.00
C 4.96 -3.36 -2.66 0.00
O 5.81 -3.45 -1.50 0.00
N 5.83 -2.27 -0.76 0.00
C 6.82 -1.35 -1.15 0.00
O 6.95 -0.28 -0.61 0.00
O 7.56 -1.78 -2.18 0.00
C 5.82 -2.53 0.66 0.00
Cl 7.31 -3.38 1.20 0.00
C 4.55 -3.20 1.20 0.00
C 4.49 -3.10 2.72 0.00
Cl 4.37 -4.91 0.73 0.00
H 1.07 -0.65 -2.66 0.00
H 1.46 -1.71 -1.28 0.00
H 0.76 -2.38 -2.76 0.00
H 2.87 -1.88 -3.99 0.00
H 4.56 -0.41 -3.18 0.00
H 4.08 -0.64 -1.48 0.00
H 3.09 0.31 -2.57 0.00
H 3.29 -3.23 -1.31 0.00
H 3.28 -4.93 -3.70 0.00
H 2.26 -5.00 -2.26 0.00
H 1.81 -3.97 -3.62 0.00
H 5.35 -2.60 -3.35 0.00
H 5.14 -4.33 -3.12 0.00
H 7.91 -0.99 -2.62 0.00
H 5.87 -1.54 1.13 0.00
H 3.72 -2.63 0.79 0.00
H 3.54 -3.54 3.06 0.00
H 4.54 -2.06 3.04 0.00
H 5.29 -3.68 3.18 0.00
C -4.11 0.98 -2.35 0.00
C -3.12 -0.22 -2.32 0.03
C -3.75 -1.49 -2.89 0.02
C -4.79 -2.13 -1.98 0.00
C -4.19 -2.39 -0.60 0.02
C -3.60 -1.14 0.04 0.03
N -2.64 -0.49 -0.92 0.38
O -1.49 -1.07 -0.91 0.52
C -4.73 -0.19 0.47 0.00
C -2.82 -1.49 1.30 0.00
C -1.92 0.17 -3.18 0.00
H -5.03 0.73 -2.87 0.00
H -4.37 1.34 -1.36 0.00
H -3.66 1.83 -2.86 0.00
H -2.96 -2.22 -3.08 0.00
H -4.19 -1.25 -3.86 0.00
H -5.68 -1.50 -1.90 0.00
H -5.12 -3.07 -2.41 0.00
H -4.95 -2.80 0.08 0.00
H -3.41 -3.15 -0.69 0.00
H -4.33 0.78 0.79 0.00
H -5.26 -0.63 1.31 0.00
H -5.47 -0.01 -0.31 0.00
H -2.06 -2.25 1.12 0.00
H -3.52 -1.89 2.04 0.00
H -2.34 -0.61 1.73 0.00
H -1.39 1.02 -2.76 0.00
H -2.30 0.45 -4.17 0.00
H -1.23 -0.66 -3.31 0.00
C -0.50 1.94 2.27 0.00
C -1.10 3.21 1.59 0.03
C -0.15 4.40 1.70 0.02
C -0.07 5.01 3.10 0.00
C -1.47 5.37 3.59 0.02
C -2.44 4.19 3.56 0.03
N -2.42 3.57 2.19 0.38
O -3.17 4.21 1.37 0.52
C -2.06 3.19 4.67 0.00
C -3.86 4.66 3.86 0.00
C -1.30 2.86 0.13 0.00
H 0.53 2.11 2.60 0.00
H -1.07 1.61 3.13 0.00
H -0.49 1.11 1.57 0.00
H -0.49 5.18 1.00 0.00
H 0.84 4.09 1.36 0.00
H 0.42 4.32 3.79 0.00
H 0.55 5.91 3.07 0.00
H -1.42 5.75 4.62 0.00
H -1.87 6.18 2.97 0.00
H -2.64 2.27 4.57 0.00
H -2.29 3.63 5.64 0.00
H -1.00 2.93 4.68 0.00
H -4.17 5.45 3.18 0.00
H -3.90 5.04 4.88 0.00
H -4.56 3.83 3.76 0.00
H -2.04 2.07 0.02 0.00
H -0.36 2.50 -0.29 0.00
H -1.62 3.72 -0.47 0.00
```

Its strongest force on any atom is 1.34 eV/A. As for the expectation value of S²: 2.008. The energy comes out at -2560.5862 Ha. The value obtained for the highest occupied orbital energy (alpha / beta) is -8.2 / -9.4 eV. Its molar mass is 584.670 g mol⁻¹. As for the multiplicity: 3.


> What is the formula in the first record?

C28H55Br2NO13S3


> Which of these has the lowest energy?

C28H55Br2NO13S3


> The lowest energy belongs to which entry?

C28H55Br2NO13S3


> Among the records above, which one has the highest strongest force on any atom?

C28H55BrClFN3O12P2